1.
{"formula": "C38H67BIN10O8PS3", "method": "the ωB97M-V functional and the def2-TZVPD basis", "species": ["C", "C", "C", "C", "P", "S", "C", "B", "N", "O", "C", "C", "N", "C", "C", "C", "N", "C", "S", "C", "C", "C", "C", "I", "C", "C", "S", "H", "H", "H", "H", "H", "H", "H", "H", "H", "H", "H", "H", "H", "H", "H", "H", "H", "H", "C", "N", "C", "C", "O", "H", "H", "H", "H", "H", "H", "H", "C", "N", "C", "C", "O", "H", "H", "H", "H", "H", "H", "H", "C", "N", "C", "C", "O", "H", "H", "H", "H", "H", "H", "H", "C", "N", "C", "C", "O", "H", "H", "H", "H", "H", "H", "H", "C", "N", "C", "C", "O", "H", "H", "H", "H", "H", "H", "H", "C", "N", "C", "C", "O", "H", "H", "H", "H", "H", "H", "H", "C", "N", "C", "C", "O", "H", "H", "H", "H", "H", "H", "H"], "xyz": [[-3.086128, 7.918370, 0.901561], [-3.661758, 6.886187, -0.022749], [-4.067782, 7.201003, -1.312157], [-4.558780, 6.219960, -2.168543], [-5.010767, 6.713409, -3.843776], [-3.849761, 5.929587, -5.209748], [-4.672547, 4.888160, -1.781132], [-5.174230, 3.687464, -2.697106], [-4.232749, 2.768385, -3.312933], [-6.519561, 3.478872, -2.859529], [-4.277271, 4.589195, -0.482082], [-3.783065, 5.559516, 0.395066], [-3.396933, 5.185971, 1.729076], [-2.511361, 4.061899, 1.728262], [-1.317355, 4.111934, 2.426226], [-0.471696, 3.010460, 2.417101], [0.773813, 3.114335, 3.178967], [1.516331, 3.986704, 2.806468], [2.480433, 5.110808, 2.332663], [-0.794887, 1.840245, 1.730922], [0.102080, 0.619163, 1.673512], [1.520036, 0.909234, 1.169864], [2.285791, -0.416690, 1.007603], [1.954238, -1.323175, -0.896082], [-2.000794, 1.798514, 1.030296], [-2.835550, 2.903361, 1.031964], [-4.362504, 2.922526, 0.130460], [-3.537218, 8.898507, 0.770329], [-3.145441, 7.607784, 1.934543], [-2.027371, 8.033438, 0.663828], [-3.992336, 8.227137, -1.643060], [-4.844053, 8.108452, -3.857360], [-6.367731, 6.409946, -4.060121], [-4.617683, 1.827743, -3.289393], [-4.135626, 2.956316, -4.306093], [-7.005048, 4.235916, -2.505915], [-4.256844, 4.912282, 2.203119], [-1.073011, 5.005470, 2.978417], [-0.326470, -0.038889, 0.919258], [0.120219, 0.070439, 2.613358], [2.092946, 1.499774, 1.872931], [1.444601, 1.404627, 0.206772], [3.347060, -0.225923, 1.087193], [1.934366, -1.108625, 1.762022], [-2.271709, 0.908124, 0.487129], [-2.842091, -3.028220, -4.100460], [-3.659645, -1.832822, -4.081462], [-4.814730, -1.784869, -3.197235], [-3.383073, -0.766735, -4.852536], [-4.033680, 0.260990, -4.875543], [-3.442911, -3.889750, -4.398790], [-2.429870, -3.217423, -3.108068], [-2.022432, -2.907677, -4.806524], [-5.721776, -1.622594, -3.783252], [-4.707945, -0.953640, -2.497680], [-4.893606, -2.727218, -2.651185], [-2.485966, -0.905846, -5.480161], [7.970042, -1.103175, -2.728815], [6.760819, -1.425857, -2.000847], [5.583125, -1.868275, -2.729777], [6.698720, -1.326230, -0.658718], [5.713644, -1.586323, 0.014255], [7.779506, -0.290545, -3.434073], [8.319415, -1.976921, -3.283944], [8.748654, -0.794799, -2.034092], [4.758638, -1.184032, -2.532079], [5.291747, -2.862506, -2.388297], [5.793492, -1.894228, -3.796331], [7.636545, -0.987092, -0.207885], [9.276082, -5.171594, 2.556938], [9.007583, -3.770020, 2.278883], [8.266563, -2.985370, 3.257163], [9.412319, -3.172438, 1.155138], [9.209456, -1.997105, 0.883198], [8.338874, -5.718981, 2.686812], [9.867845, -5.252672, 3.472874], [9.835100, -5.614401, 1.734111], [7.354870, -2.593731, 2.805255], [8.867727, -2.141810, 3.597431], [8.009794, -3.613500, 4.105447], [9.956182, -3.846736, 0.472985], [6.962197, -10.359749, 4.676412], [6.713232, -8.962632, 4.381334], [5.980943, -8.152218, 5.341960], [7.136404, -8.384258, 3.244786], [6.950574, -7.216460, 2.954576], [6.016685, -10.890499, 4.802527], [7.544103, -10.451056, 5.595530], [7.517294, -10.819976, 3.862013], [5.078722, -7.751124, 4.880191], [6.596318, -7.313996, 5.669071], [5.710555, -8.761232, 6.200411], [7.680094, -9.076326, 2.580066], [7.217250, 2.939062, 2.449999], [7.223929, 1.626400, 3.060278], [7.098803, 0.446866, 2.213761], [7.342327, 1.454790, 4.387837], [7.356304, 0.375605, 4.950791], [6.279977, 3.098640, 1.912104], [8.047435, 3.029665, 1.746093], [7.318753, 3.707553, 3.213902], [6.214179, -0.121109, 2.499543], [7.972118, -0.192799, 2.335598], [7.014282, 0.746856, 1.174140], [7.430319, 2.406387, 4.941260], [-7.914393, -6.591781, -3.822509], [-7.256523, -5.762526, -2.831865], [-7.979297, -5.384023, -1.627773], [-5.995756, -5.327693, -2.986183], [-5.402785, -4.628884, -2.183653], [-8.807606, -6.089342, -4.198147], [-8.205190, -7.545821, -3.378883], [-7.241920, -6.782245, -4.655921], [-8.049062, -4.298307, -1.560610], [-7.449877, -5.745865, -0.746257], [-8.977967, -5.811688, -1.653654], [-5.531776, -5.664822, -3.928587], [-11.478497, 5.770507, -1.354490], [-10.135305, 5.937647, -0.835167], [-9.785494, 7.171006, -0.148970], [-9.194190, 4.987393, -0.965080], [-8.054349, 5.083615, -0.544609], [-11.696933, 6.549897, -2.086952], [-12.205225, 5.834815, -0.542470], [-11.574174, 4.799689, -1.835535], [-8.960677, 7.663861, -0.664476], [-9.466381, 6.953176, 0.870316], [-10.647656, 7.832269, -0.126877], [-9.550881, 4.089260, -1.497539]], "atomic_forces_ev_per_a": [[0.35, 0.09, -0.33], [-0.07, -0.22, 0.31], [-0.04, -0.20, 0.09], [-0.54, 0.59, 0.03], [1.41, -0.61, -0.75], [-0.34, -0.04, 0.06], [-0.03, -0.17, -0.08], [0.28, -0.37, -0.57], [-0.42, -0.08, 0.39], [0.02, 0.53, 0.00], [0.30, 0.03, 0.36], [-0.04, 0.16, -0.41], [-0.22, 0.01, -0.08], [0.30, -0.23, 0.14], [-0.16, -0.18, -0.18], [-0.03, -0.21, 0.47], [-0.85, -0.16, -0.75], [0.42, 0.18, 0.31], [0.31, 0.19, -0.04], [0.06, -0.44, 0.13], [0.09, 0.60, -0.54], [-0.12, -1.05, 0.03], [-0.26, 0.86, 0.00], [-0.08, -0.07, 0.07], [0.23, 0.55, 0.38], [-0.46, 0.15, -0.36], [-0.13, -0.09, -0.02], [-0.18, 0.02, -0.03], [-0.11, -0.01, 0.16], [0.12, 0.05, 0.07], [0.01, 0.12, -0.08], [-0.60, 0.05, 0.33], [-0.10, 0.34, 0.29], [0.06, -0.10, -0.17], [0.39, 0.18, 0.02], [-0.22, -0.27, 0.48], [0.04, -0.03, 0.16], [0.11, 0.09, 0.07], [-0.19, -0.25, 0.10], [0.06, 0.10, 0.22], [0.00, 0.30, 0.06], [0.17, 0.36, -0.01], [0.23, -0.40, -0.09], [0.27, -0.32, 0.03], [-0.03, -0.09, -0.16], [-0.14, 0.09, 0.10], [0.04, -0.09, -0.03], [0.09, 0.04, 0.03], [0.09, 0.04, -0.04], [-0.09, -0.07, -0.03], [0.07, -0.06, 0.02], [0.03, -0.09, -0.02], [0.00, 0.04, -0.01], [-0.02, 0.02, 0.06], [-0.07, 0.00, 0.00], [0.08, 0.34, -0.17], [-0.01, -0.02, 0.01], [-0.19, -0.06, -0.03], [0.02, -0.02, -0.10], [0.06, 0.03, 0.27], [0.01, 0.12, 0.12], [-0.12, 0.00, -0.13], [0.08, 0.00, -0.03], [0.08, 0.05, -0.03], [-0.01, -0.03, 0.04], [-0.10, -0.07, -0.07], [-0.10, 0.01, -0.06], [0.07, 0.02, 0.01], [0.06, 0.00, -0.03], [-0.22, 0.18, 0.15], [0.05, -0.14, 0.06], [0.03, 0.08, -0.17], [-0.01, 0.03, -0.01], [0.17, -0.01, -0.01], [0.26, 0.09, -0.06], [0.04, -0.08, -0.04], [0.01, 0.04, -0.02], [-0.02, 0.01, 0.05], [-0.06, 0.01, 0.05], [0.01, -0.05, -0.02], [0.01, 0.00, 0.01], [-0.11, 0.19, 0.10], [0.01, -0.14, 0.07], [0.05, 0.07, -0.16], [0.01, 0.02, -0.11], [-0.14, -0.17, 0.08], [0.04, -0.08, 0.01], [0.01, -0.09, -0.01], [0.01, 0.03, -0.03], [-0.01, 0.03, 0.05], [-0.05, 0.02, 0.04], [0.02, -0.04, -0.01], [-0.01, -0.02, 0.01], [-0.03, -0.22, -0.05], [0.00, 0.12, -0.07], [0.03, 0.00, 0.32], [0.03, 0.02, 0.09], [0.01, -0.04, -0.03], [0.02, 0.09, -0.02], [-0.02, 0.08, -0.02], [0.00, -0.01, 0.03], [0.00, -0.06, -0.11], [-0.02, -0.06, -0.12], [-0.03, 0.09, 0.01], [-0.01, 0.01, -0.02], [-0.05, 0.10, 0.21], [-0.11, -0.09, -0.08], [0.17, 0.05, -0.03], [0.13, 0.02, -0.01], [-0.10, -0.30, 0.06], [-0.01, -0.06, -0.06], [-0.02, -0.03, -0.08], [0.03, 0.02, 0.01], [-0.03, 0.00, 0.05], [-0.04, 0.03, 0.04], [0.00, -0.02, -0.04], [-0.02, -0.01, 0.00], [0.11, 0.16, 0.12], [-0.13, 0.01, -0.03], [0.12, -0.13, -0.02], [-0.02, -0.12, 0.00], [0.08, 0.08, -0.17], [-0.07, -0.04, -0.02], [-0.06, -0.02, -0.05], [0.03, -0.02, 0.00], [0.00, 0.04, 0.05], [0.02, 0.06, 0.01], [-0.03, -0.03, -0.02], [-0.01, 0.01, 0.00]], "lumo_energy_ev": 0.6, "smiles": "Cc1cc([PH2]=S)c(B(N)O)c2c1Nc1cc(N=C=S)c(CCCI)cc1S2.CN(C)C=O.CN(C)C=O.CN(C)C=O.CN(C)C=O.CN(C)C=O.CN(C)C=O.CN(C)C=O", "spin_multiplicity": 1, "homo_ev": -7.9, "gap_ha": 0.311, "e_tot_ev": -122348.1425}

2.
{"formula": "C17H21BF3N6ReS2", "method": "the ωB97M-V functional and the def2-TZVPD basis", "species": ["Re", "C", "N", "C", "C", "N", "B", "N", "C", "C", "N", "C", "C", "S", "C", "S", "H", "H", "H", "H", "H", "H", "H", "H", "H", "H", "H", "H", "F", "C", "F", "F", "C", "C", "C", "N", "C", "C", "H", "H", "H", "H", "C", "C", "C", "N", "H", "H", "H", "H", "H"], "xyz": [[-0.363754, -0.212094, -0.754804], [2.867969, 3.051354, -0.940233], [2.022758, 2.872191, 0.244315], [2.386596, 3.202148, 1.524161], [1.286462, 3.025576, 2.310196], [0.257551, 2.594901, 1.516802], [-1.242863, 2.469066, 1.961705], [-1.550683, 1.071284, 2.662242], [-2.514402, 1.008493, 3.623452], [-2.721713, -0.303953, 3.947868], [-1.886102, -1.042538, 3.166752], [-1.707509, -2.494966, 3.267985], [-1.182385, -0.187160, 2.392375], [0.153988, -0.720295, 1.402363], [0.728325, 2.511451, 0.271832], [-0.245574, 2.029818, -1.101374], [3.886875, 2.763894, -0.695010], [2.852410, 4.095430, -1.246847], [2.495769, 2.432163, -1.752400], [3.373215, 3.563638, 1.761516], [1.153271, 3.208872, 3.362803], [-1.449089, 3.299621, 2.789564], [-1.933197, 2.538551, 0.982664], [-2.981201, 1.898727, 4.009040], [-3.378959, -0.755060, 4.672143], [-2.568091, -2.908418, 3.785155], [-0.807631, -2.723470, 3.835903], [-1.645010, -2.934889, 2.276261], [5.760838, -1.839287, -3.436814], [5.041165, -2.812865, -2.877311], [5.748299, -3.372738, -1.902844], [4.747947, -3.724731, -3.793884], [3.767462, -2.192070, -2.307656], [2.584786, -2.221362, -3.032549], [1.474581, -1.616156, -2.490980], [1.501359, -1.004370, -1.280387], [2.661470, -0.972728, -0.584751], [3.806674, -1.557938, -1.069700], [2.523602, -2.709973, -3.995521], [0.529048, -1.620684, -3.027178], [2.647738, -0.470065, 0.372592], [4.718324, -1.529244, -0.487624], [-5.315431, -1.369768, -2.623440], [-4.866805, -0.058578, -1.952664], [-3.488111, -0.091120, -1.529759], [-2.383354, -0.114476, -1.195370], [-6.359370, -1.264409, -2.908311], [-5.232593, -2.213336, -1.941540], [-4.738066, -1.569403, -3.523656], [-5.458380, 0.170992, -1.059788], [-4.958192, 0.799976, -2.627301]], "atomic_forces_ev_per_a": [[0.01, -0.01, 0.03], [0.05, 0.03, -0.05], [-0.04, 0.03, 0.05], [-0.01, 0.00, -0.02], [0.01, -0.04, -0.03], [0.06, 0.11, 0.17], [-0.03, -0.04, -0.02], [0.05, -0.04, -0.03], [-0.03, -0.05, 0.07], [0.03, 0.06, -0.07], [-0.01, 0.01, 0.07], [0.02, -0.08, 0.01], [0.03, -0.01, -0.05], [-0.09, -0.01, -0.05], [-0.01, -0.04, -0.15], [0.12, -0.03, 0.02], [-0.01, -0.01, 0.02], [-0.01, 0.00, 0.01], [-0.01, -0.01, 0.01], [0.00, 0.00, 0.00], [0.00, 0.00, 0.00], [-0.05, 0.03, -0.04], [0.00, 0.03, 0.02], [0.00, 0.00, 0.00], [0.00, -0.01, 0.00], [-0.01, 0.02, 0.00], [0.00, 0.02, 0.00], [0.00, 0.02, -0.01], [-0.01, -0.03, 0.01], [0.03, 0.02, -0.02], [0.00, 0.00, 0.00], [0.00, 0.02, 0.01], [0.03, -0.01, 0.01], [-0.01, 0.02, -0.01], [0.01, -0.01, 0.10], [-0.05, 0.04, -0.05], [0.02, 0.01, 0.00], [-0.02, -0.02, -0.04], [0.01, 0.00, 0.00], [0.00, -0.01, 0.00], [-0.01, 0.00, 0.00], [0.00, 0.00, 0.00], [0.00, -0.06, -0.03], [-0.09, 0.04, -0.03], [0.12, 0.05, 0.04], [-0.06, -0.07, 0.03], [0.00, 0.04, 0.02], [0.01, 0.01, 0.01], [0.01, 0.00, 0.01], [-0.01, 0.00, -0.01], [-0.02, -0.01, 0.01]], "lumo_energy_ev": [-11.7, -12.0], "spin_multiplicity": 4, "homo_ev": [-18.0, -18.0], "s_squared": 3.79, "gap_ha": [0.231, 0.221], "de_lowest_ev": 1.145, "e_tot_ev": -59514.2705, "total_charge": 3}

3.
{"formula": "C4H2N2S6", "method": "the ωB97M-V functional and the def2-TZVPD basis", "species": ["S", "C", "N", "C", "C", "N", "C", "S", "S", "S", "S", "S", "H", "H"], "xyz": [[1.081190, 1.596888, -1.925832], [0.061131, 0.269377, -1.751143], [-1.169338, 0.394301, -1.160262], [-1.390589, 0.964636, 0.018339], [-0.399714, 1.561647, 0.947213], [0.725359, 1.055941, 1.465524], [1.072293, -0.272156, 1.284101], [2.701165, -0.682458, 1.045329], [-0.063085, -1.534058, 1.743177], [0.558623, -3.072794, 0.419787], [-0.693999, -2.605178, -1.205178], [0.486833, -1.288837, -2.441522], [-2.405429, 0.996794, 0.366132], [-0.564439, 2.615899, 1.194333]], "atomic_forces_ev_per_a": [[-0.96, -1.58, -0.27], [1.35, 2.06, 0.12], [-1.10, 1.02, 3.27], [1.40, -1.90, -3.02], [3.47, -0.95, 1.04], [-3.67, 0.83, -1.33], [3.37, -0.40, 0.40], [-2.11, 0.95, -0.16], [-0.32, -0.70, -0.69], [-1.26, 1.06, -0.19], [1.28, 0.18, -0.21], [-0.77, -0.49, 1.13], [-0.54, 0.22, -0.15], [-0.15, -0.31, 0.05]], "lumo_energy_ev": -1.8, "smiles": "S=C1/N=C\\C=N/C(=S)SSSS1", "spin_multiplicity": 1, "homo_ev": -8.8, "gap_ha": 0.256, "de_lowest_ev": 0.000, "e_tot_ev": -72169.6539}

4.
{"formula": "H20N2O10S", "method": "the ωB97M-V functional and the def2-TZVPD basis", "species": ["N", "H", "H", "H", "H", "N", "H", "H", "H", "H", "S", "O", "O", "O", "O", "O", "H", "H", "O", "H", "H", "O", "H", "H", "O", "H", "H", "O", "H", "H", "O", "H", "H"], "xyz": [[0.839386, -0.817987, -0.174682], [1.602686, -0.340004, -0.631852], [1.084563, -1.712355, 0.225436], [0.146520, -0.955167, -0.896637], [0.402817, -0.228792, 0.519841], [-3.167846, 0.621969, 1.654917], [-3.437387, -0.280776, 1.290918], [-3.505732, 1.341729, 1.032114], [-2.159791, 0.667600, 1.612137], [-3.516483, 0.728537, 2.596833], [0.120347, 1.662509, 2.442373], [-0.591355, 0.851777, 1.426727], [1.111189, 0.887377, 3.132012], [0.851645, 2.787095, 1.803062], [-0.890287, 2.209383, 3.371603], [-0.717791, 2.461932, -0.825138], [-0.422076, 1.942433, -0.077541], [-1.215513, 3.180955, -0.435894], [0.227430, 0.711126, -2.774735], [-0.451388, 0.360684, -3.351477], [-0.250333, 1.238652, -2.134658], [1.123391, -3.458266, 1.013695], [2.030520, -3.419050, 1.316708], [0.612260, -3.619926, 1.806688], [1.535714, -1.438507, -3.110261], [1.037009, -0.628133, -3.006285], [2.266550, -1.199085, -3.680169], [-1.662505, -1.471655, -1.247026], [-1.910697, -1.860420, -2.085775], [-2.400819, -1.659631, -0.667550], [3.397622, 0.399099, -0.138268], [4.168545, 0.305242, -0.697815], [3.741810, 0.731654, 0.690699]], "atomic_forces_ev_per_a": [[-0.18, 0.13, -0.93], [0.90, 0.09, 0.25], [0.30, -0.69, 0.14], [-0.45, -0.43, -0.25], [-0.12, 0.48, 0.63], [-1.48, -0.41, -0.35], [-0.36, -0.26, -0.04], [-0.41, 0.37, -0.06], [2.19, 0.29, 0.29], [-0.07, 0.26, 0.38], [-0.96, 1.75, 1.98], [-0.26, -0.53, -0.83], [0.85, -0.72, 0.22], [-0.35, -0.32, 0.01], [0.68, -0.29, -0.97], [-0.29, -0.16, -0.58], [0.13, -0.08, 0.46], [0.02, 0.37, -0.10], [-0.19, 0.00, -0.22], [-0.32, 0.12, -0.37], [-0.27, 0.84, 0.40], [-0.11, 0.36, -0.29], [0.42, -0.20, 0.11], [-0.18, -0.14, 0.26], [0.40, -1.05, 0.10], [0.10, 0.48, 0.15], [0.20, -0.11, -0.17], [-0.11, 0.28, 0.14], [0.01, -0.22, -0.37], [-0.12, -0.24, 0.05], [-0.20, -0.14, -0.08], [0.20, -0.02, -0.26], [0.01, 0.18, 0.32]], "lumo_energy_ev": [-3.8, -6.5], "spin_multiplicity": 2, "homo_ev": [-13.7, -13.7], "s_squared": 0.76, "gap_ha": [0.367, 0.268], "e_tot_ev": -34608.1623, "total_charge": 1}